(1)
63
Properties=species:S:1:pos:R:3:forces:R:3:lowdin_charge:R:1 method="wB97M-V/def2-TZVPD" gap_ev=4.767 max_force_ev_per_a=0.44 charge=-2 relative_energy_kj_mol=18.1 homo_energy_ev=-0.7
Cs -2.01009 0.11733 -0.08582 0.275 0.170 -0.008 1.00
N -3.10331 5.06132 -2.03255 -0.039 -0.045 -0.016 -0.01
C -3.09537 3.83730 -1.33259 0.039 -0.010 -0.039 -0.98
S -1.56177 3.38057 -0.67933 0.043 0.087 0.051 0.35
N -4.25424 3.26659 -1.31049 -0.064 0.044 -0.007 -0.08
N -4.38937 2.02175 -0.67967 -0.210 0.312 -0.190 -0.06
C -5.63882 1.73889 -0.60496 0.204 -0.263 0.032 -0.15
C -6.30122 0.56930 -0.03451 -0.213 0.033 0.009 -0.15
C -7.69151 0.70293 0.10337 0.098 -0.001 -0.014 -0.10
C -8.51123 -0.27754 0.62931 -0.008 0.028 -0.011 -0.16
C -7.91160 -1.47603 1.03339 -0.032 -0.044 0.022 -0.15
C -6.55900 -1.66248 0.90091 0.100 0.108 -0.068 -0.05
C -5.67338 -0.66498 0.35690 -0.185 -0.257 0.147 -0.44
O -4.43738 -0.91621 0.24397 -0.257 0.068 -0.007 -0.35
H -2.37741 5.68299 -1.71300 -0.025 -0.026 0.023 0.03
H -4.03011 5.46499 -2.04547 0.029 0.042 -0.021 0.05
H -6.32689 2.47943 -1.02393 -0.016 0.050 0.054 0.09
H -8.13158 1.64225 -0.22136 -0.019 -0.002 0.003 0.09
H -9.57890 -0.11988 0.72155 -0.004 -0.010 0.003 0.07
H -8.52171 -2.27242 1.45180 -0.002 0.004 0.000 0.08
H -6.08662 -2.59084 1.20210 -0.022 -0.014 0.009 0.09
C 4.59604 0.58286 0.60982 0.021 -0.035 0.015 -0.04
C 4.40175 0.72615 -0.87369 -0.028 0.010 -0.116 -0.26
C 5.40162 1.35020 -1.61796 -0.055 -0.029 0.025 -0.07
C 5.30112 1.50651 -2.99275 0.071 0.032 0.027 -0.11
C 4.17893 1.03795 -3.65188 -0.058 -0.028 -0.017 -0.11
C 3.16868 0.42692 -2.92186 0.040 0.022 -0.053 -0.11
C 3.25651 0.25071 -1.54201 0.050 0.091 0.175 -0.32
P 1.79469 -0.60317 -0.80292 0.032 -0.136 0.049 1.10
C 1.56894 0.32498 0.79642 0.099 -0.068 -0.105 -0.35
C 1.15139 1.63147 0.53326 -0.001 0.099 0.007 -0.21
C 0.92309 2.56150 1.53524 0.029 -0.043 0.042 -0.12
C 1.09883 2.17223 2.85333 -0.023 0.002 -0.034 -0.09
C 1.48378 0.86897 3.13318 0.001 -0.012 0.003 -0.07
C 1.72646 -0.07777 2.13627 0.033 0.119 -0.001 -0.27
C 2.13855 -1.45551 2.57550 -0.026 -0.053 -0.075 -0.05
C 2.42220 -2.26125 -0.46305 -0.176 0.031 0.049 -0.37
C 3.75037 -2.63447 -0.61599 0.078 -0.078 0.067 -0.16
C 4.20612 -3.91833 -0.33890 -0.021 0.104 -0.052 -0.16
C 3.25397 -4.86302 0.08702 -0.024 -0.060 0.002 -0.16
C 1.92867 -4.54939 0.20850 0.026 0.003 0.028 -0.10
C 1.41137 -3.23051 -0.06747 0.026 0.121 0.022 -0.40
C 0.07875 -2.92580 0.10707 -0.284 -0.113 -0.067 -0.10
H 5.64648 0.73057 0.86816 0.001 0.005 -0.007 0.07
H 4.29431 -0.40759 0.94935 -0.008 0.015 0.005 0.06
H 3.99913 1.31363 1.15910 0.002 -0.009 0.001 0.08
H 6.28265 1.71249 -1.09838 0.010 0.008 -0.016 0.10
H 6.09783 1.99488 -3.54236 -0.002 0.000 0.004 0.09
H 4.08093 1.15604 -4.72425 -0.009 -0.004 0.001 0.09
H 2.27580 0.07892 -3.42823 -0.004 -0.006 0.008 0.09
H 0.97397 1.93192 -0.49569 0.012 -0.003 0.002 0.07
H 0.56874 3.55033 1.27570 0.008 0.000 0.011 0.07
H 0.91216 2.86937 3.66200 0.001 -0.008 0.005 0.09
H 1.60483 0.56115 4.16695 -0.007 0.011 0.004 0.10
H 2.20160 -1.48697 3.66509 -0.001 -0.021 -0.014 0.07
H 3.09986 -1.76697 2.16428 0.006 0.030 -0.042 0.07
H 1.40481 -2.18977 2.23867 -0.013 -0.050 -0.007 0.07
H 4.46524 -1.89374 -0.95932 0.015 0.010 0.007 0.09
H 5.24764 -4.18550 -0.46486 0.005 0.017 -0.007 0.06
H 3.57904 -5.87620 0.31086 -0.031 -0.007 0.008 0.08
H 1.21899 -5.30792 0.52433 0.011 -0.014 0.004 0.09
H -0.63455 -3.69628 0.37905 0.096 -0.075 0.018 0.03
H -0.36973 -1.99487 -0.21723 0.406 -0.156 0.053 -0.12



(2)
93
Properties=species:S:1:pos:R:3:forces:R:3:lowdin_charge:R:1 method="wB97M-V/def2-TZVPD" gap_ev=7.785 max_force_ev_per_a=0.55 charge=+1 homo_energy_ev=-10.6
F 1.12300 1.39660 0.72020 -0.063 0.421 -0.306 0.12
C 0.80139 2.68397 0.45177 -0.344 -0.040 -0.209 -0.56
F 1.20389 3.41542 1.50047 -0.108 -0.199 -0.339 0.16
F 1.49875 3.07064 -0.63144 0.138 -0.087 0.528 0.14
C -0.70855 2.83919 0.14204 -0.189 0.027 0.268 -0.17
C -1.35102 4.02133 0.88463 0.052 -0.223 0.191 -0.12
C -2.88654 4.06047 0.66417 -0.068 0.258 -0.166 -0.13
C -3.46946 3.03677 -0.32428 -0.316 0.171 0.007 -0.09
N -2.80542 1.66650 -0.28973 0.141 0.180 0.196 0.07
C -1.52148 1.58810 0.49436 0.205 -0.077 -0.178 -0.05
H -0.78271 2.99778 -0.94475 0.189 -0.105 0.183 0.16
H -0.87564 4.96781 0.61107 -0.127 -0.191 -0.027 0.13
H -1.16270 3.86429 1.95479 0.022 0.159 -0.241 0.13
H -3.16042 5.03924 0.24902 -0.008 -0.228 0.158 0.13
H -3.41541 3.99186 1.62220 0.193 -0.104 -0.205 0.12
H -3.42454 3.38317 -1.36207 0.202 -0.089 0.250 0.14
H -4.52912 2.87601 -0.09861 0.242 -0.003 -0.109 0.14
H -2.61015 1.37466 -1.25540 -0.148 -0.097 0.123 0.14
H -3.46267 0.97235 0.07091 0.032 0.009 -0.163 0.15
H -1.76921 1.54012 1.56047 0.040 0.078 -0.199 0.16
H -1.02729 0.65273 0.21238 -0.136 0.218 0.019 0.14
C 2.71132 -2.43779 3.43697 0.019 0.005 -0.038 -0.11
C 2.40375 -1.34103 2.64395 -0.033 0.023 0.000 -0.09
C 2.39907 -0.06588 3.19459 0.012 -0.028 0.090 -0.10
C 2.71014 0.11203 4.53679 -0.014 -0.023 -0.007 -0.09
C 3.02048 -0.98529 5.32932 -0.029 0.000 -0.021 -0.08
C 3.01643 -2.26019 4.77934 0.004 -0.018 0.030 -0.10
H 2.71810 -3.43298 3.00985 0.011 0.011 -0.015 0.10
H 2.17157 -1.48123 1.59474 0.014 0.002 0.002 0.10
H 2.15727 0.78680 2.57699 0.093 -0.014 0.091 0.07
H 2.71236 1.10642 4.96540 0.013 -0.005 -0.005 0.10
H 3.26517 -0.84758 6.37475 -0.006 -0.001 -0.005 0.10
H 3.25535 -3.12012 5.39285 0.022 0.016 0.006 0.10
C -0.07048 0.54058 -5.47803 -0.100 0.000 -0.135 -0.10
C -0.01489 1.88707 -5.81360 -0.002 0.001 0.010 -0.08
C 0.45155 2.81120 -4.88976 -0.159 0.029 0.030 -0.08
C 0.83247 2.38941 -3.62279 0.050 0.111 -0.042 -0.10
C 0.77099 1.04308 -3.28850 0.032 0.028 0.166 -0.10
C 0.33004 0.11480 -4.21982 -0.140 -0.055 -0.001 -0.10
H -0.43173 -0.17274 -6.20822 0.056 -0.048 0.016 0.11
H -0.33090 2.21275 -6.79665 0.031 -0.012 0.002 0.11
H 0.50406 3.86157 -5.14875 0.043 -0.014 -0.004 0.09
H 1.20887 3.11145 -2.91140 0.003 -0.018 -0.031 0.09
H 1.09746 0.71314 -2.30836 0.043 0.001 -0.006 0.10
H 0.29732 -0.93772 -3.96713 0.025 -0.011 -0.013 0.11
C 5.93021 -6.99501 4.39906 -0.011 0.004 0.007 -0.10
C 5.65387 -5.88489 3.61168 -0.022 -0.001 0.019 -0.10
C 5.70262 -4.61220 4.16517 -0.028 -0.002 -0.030 -0.11
C 6.03095 -4.44869 5.50438 -0.012 -0.015 0.001 -0.10
C 6.30935 -5.55856 6.29073 -0.011 0.001 -0.005 -0.09
C 6.25692 -6.83153 5.73853 -0.005 0.006 -0.007 -0.09
H 5.89317 -7.98762 3.96840 0.003 0.005 0.002 0.10
H 5.40177 -6.01196 2.56604 0.010 0.001 0.003 0.10
H 5.48111 -3.74696 3.55266 0.028 0.006 0.008 0.09
H 6.07056 -3.45529 5.93418 0.009 -0.004 -0.007 0.10
H 6.56845 -5.43188 7.33416 -0.003 -0.002 -0.006 0.10
H 6.47229 -7.69668 6.35233 0.003 0.005 -0.004 0.10
C 1.24144 -6.56864 4.02381 0.005 0.004 -0.014 -0.09
C 0.56633 -5.38038 4.26981 0.015 -0.025 0.029 -0.09
C -0.81900 -5.37311 4.36181 0.001 -0.021 -0.023 -0.10
C -1.53052 -6.55555 4.20879 0.010 0.006 -0.012 -0.10
C -0.85596 -7.74390 3.96195 0.003 0.005 -0.001 -0.10
C 0.52928 -7.75036 3.86800 -0.006 0.011 -0.003 -0.09
H 2.32310 -6.57376 3.95801 -0.003 0.000 0.015 0.09
H 1.12264 -4.46185 4.40083 -0.036 0.010 0.014 0.07
H -1.34352 -4.44572 4.55663 0.006 -0.007 0.020 0.10
H -2.61052 -6.55296 4.28583 0.006 -0.003 0.003 0.10
H -1.41022 -8.66660 3.84665 0.004 0.006 -0.001 0.10
H 1.05430 -8.67756 3.67701 -0.003 0.003 0.007 0.10
C -1.43029 8.59091 -6.99337 -0.001 -0.011 0.006 -0.09
C -0.84246 7.41280 -7.43327 0.002 0.007 0.009 -0.09
C -0.91228 6.26902 -6.65006 -0.003 -0.023 0.013 -0.10
C -1.57405 6.30159 -5.43006 0.006 0.011 0.002 -0.11
C -2.16315 7.47987 -4.99124 0.005 -0.011 -0.003 -0.10
C -2.08958 8.62516 -5.77211 0.000 -0.007 0.000 -0.09
H -1.37486 9.48327 -7.60312 0.000 -0.006 0.004 0.10
H -0.33022 7.38624 -8.38627 0.001 0.001 0.009 0.10
H -0.45075 5.35132 -6.99409 -0.010 0.004 -0.013 0.09
H -1.63122 5.40634 -4.82163 -0.001 -0.005 -0.009 0.08
H -2.68199 7.50712 -4.04088 0.004 0.009 -0.005 0.10
H -2.54669 9.54461 -5.42983 0.000 -0.007 -0.004 0.10
C -3.25732 -0.67314 -2.44298 0.109 -0.031 -0.092 -0.13
C -3.54626 -0.23066 -3.72922 0.060 0.012 0.012 -0.07
C -4.86084 0.02581 -4.09367 -0.068 0.088 0.095 -0.07
C -5.88223 -0.13524 -3.16533 0.009 0.019 -0.047 -0.07
C -5.59493 -0.57043 -1.87762 0.028 0.027 0.043 -0.08
C -4.28113 -0.84902 -1.51781 -0.104 0.009 -0.001 -0.13
H -2.23195 -0.92289 -2.19083 0.017 -0.029 0.043 0.10
H -2.74662 -0.10642 -4.44836 0.010 0.001 0.014 0.09
H -5.08963 0.35278 -5.09951 0.000 -0.004 0.011 0.11
H -6.90676 0.06691 -3.44934 0.009 -0.013 0.002 0.11
H -6.39572 -0.71439 -1.16356 0.002 -0.016 -0.010 0.11
H -4.06813 -1.23665 -0.52693 0.026 -0.081 0.002 0.11



(3)
20
Properties=species:S:1:pos:R:3:forces:R:3:nbo_charge:R:1 method="wB97M-V/def2-TZVPD" gap_ev=6.574 max_force_ev_per_a=0.56 charge=-1 relative_energy_kj_mol=45.7 homo_energy_ev=-2.7
C 1.70705 0.03615 0.00332 0.181 -0.384 0.327 -0.68
C 1.27138 0.90746 1.14969 -0.020 0.072 -0.121 0.08
C 2.13815 1.44660 2.00132 0.065 0.113 0.358 -0.48
C -0.21149 1.10907 1.27140 0.062 -0.405 -0.382 -0.70
H 0.94237 -0.73348 -0.15031 0.004 -0.061 -0.012 0.29
H 2.67416 -0.42927 0.22107 -0.049 0.026 -0.009 0.19
H 1.82790 0.57878 -0.92709 -0.151 0.324 -0.225 0.20
H 1.80172 2.04923 2.84463 0.024 -0.061 -0.134 0.18
H 3.20825 1.29390 1.91257 0.014 -0.057 -0.045 0.17
H -0.50211 1.35538 2.27937 -0.074 0.211 0.471 0.19
H -0.73471 0.19839 0.92228 0.050 0.174 0.022 0.32
H -0.52298 1.92099 0.61553 -0.103 0.136 -0.156 0.20
C -1.14913 -1.42067 -1.53037 -0.180 0.273 0.216 -0.01
O -1.14003 -1.42409 -0.18495 0.034 -0.076 0.150 -0.96
C -2.25106 -0.50468 -2.12204 0.108 -0.187 0.060 -0.64
H -1.29920 -2.43651 -1.96573 0.027 -0.077 -0.226 0.08
H -0.18633 -1.04209 -1.96667 0.064 -0.102 -0.229 0.06
H -2.24680 -0.48870 -3.21965 0.015 0.013 -0.049 0.16
H -2.09581 0.50856 -1.74421 -0.038 0.054 -0.026 0.18
H -3.22826 -0.84967 -1.77472 -0.034 0.017 0.011 0.18